No. 1
ORCA calculation (wB97M-V/def2-TZVPD) on 2 unconnected molecules or ions with the total composition C3H7N2O in a non-equilibrium geometry.

Results
Relative energy (zero: lowest compared OMol25 entry of this formula, charge and spin) (eV): 1.778
Total charge: +1
Energy (eV): -8244.361
Orbital gap (hartree): 0.3416
M (g mol⁻¹): 87.10

```
13
C3H7N2O (wB97M-V/def2-TZVPD)
C 2.21 0.19 -0.11
C -1.62 -0.13 -0.42
C 3.48 0.03 -0.24
N -1.38 1.15 -0.35
N -2.01 -0.85 0.53
O 1.08 0.27 0.14
H 3.87 -0.17 -1.15
H -1.49 -0.63 -1.41
H 4.17 0.30 0.50
H -0.84 1.55 -1.07
H -1.16 1.69 0.51
H -2.40 -1.78 0.41
H -2.27 -0.37 1.49
```

No. 2
ORCA calculation (wB97M-V/def2-TZVPD) on 2 unconnected molecules or ions with the total composition CH6NO.

Results
Relative energy (zero: lowest compared OMol25 entry of this formula, charge and spin) (eV): 0.373
Total charge: -1
Energy (eV): -4670.994
Orbital gap (hartree): 0.2493
M (g mol⁻¹): 48.07

```
9
CH6NO (wB97M-V/def2-TZVPD)
O -1.32 -1.96 1.53
H -0.68 -1.57 2.15
C 0.05 0.27 -0.98
N 0.96 1.00 -0.07
H -0.48 -0.54 -0.47
H 0.61 -0.06 -1.87
H -0.76 0.92 -1.34
H 0.38 1.65 0.45
H 1.25 0.30 0.61
```

No. 3
ORCA calculation (wB97M-V/def2-TZVPD) on a gas-phase ion, C7H7N2O4S (charge -1) in a non-equilibrium geometry.

Results
Relative energy (zero: lowest compared OMol25 entry of this formula, charge and spin) (eV): 0.076
Total charge: -1
Energy (eV): -29376.177
Orbital gap (hartree): 0.2774
M (g mol⁻¹): 215.21

```
21
C7H7N2O4S (wB97M-V/def2-TZVPD)
C -2.01 0.46 1.65
C -2.72 0.92 0.55
C -0.68 -0.14 1.66
C -1.94 0.92 -0.58
C -0.09 -0.38 0.47
C -0.77 0.23 -0.66
C 0.94 -1.61 0.44
N 2.20 -1.10 0.45
N -0.43 0.11 -1.95
O 0.45 -0.82 -2.45
O 3.47 1.24 0.93
O 3.32 0.71 -1.37
O 0.52 -2.76 0.59
S 2.61 0.78 -0.11
H -2.28 0.63 2.67
H -3.67 1.31 0.68
H -0.18 -0.26 2.59
H -2.41 1.36 -1.54
H 3.11 -1.49 0.64
H -0.71 0.67 -2.74
H 1.28 -0.79 -1.88
```

No. 4
ORCA calculation (wB97M-V/def2-TZVPD) on C8H15NO6 in the gas phase in a non-equilibrium geometry.

Results
Relative energy (zero: lowest compared OMol25 entry of this formula, charge and spin) (eV): 7.280
Energy (eV): -22306.757
Orbital gap (hartree): 0.3671
M (g mol⁻¹): 221.21

```
30
C8H15NO6 (wB97M-V/def2-TZVPD)
C 0.98 -1.82 3.68
C 0.18 -0.79 2.88
O -0.44 0.00 3.43
N 0.15 -0.96 1.63
C -0.56 0.04 0.92
C -0.92 -0.80 -0.45
O 0.10 -1.61 -0.92
C -1.48 0.15 -1.42
O -1.52 -0.19 -2.74
C -0.59 1.57 -1.60
C 0.34 1.57 -2.52
O 1.03 0.42 -2.74
O -0.17 2.04 -0.30
C 0.20 1.09 0.64
O 1.48 0.58 -0.03
H 0.82 -2.01 4.70
H 2.03 -1.55 3.67
H 0.83 -2.79 3.29
H 0.94 -1.52 1.18
H -1.50 0.51 1.53
H -1.96 -1.58 -0.17
H -0.26 -1.87 -1.81
H -2.49 0.74 -1.13
H -0.87 -0.45 -3.15
H -1.39 2.40 -2.01
H 1.18 2.18 -2.49
H -0.09 1.75 -3.57
H 1.26 0.02 -1.81
H 0.71 1.47 1.36
H 2.02 1.40 -0.02
```

No. 5
ORCA calculation (wB97M-V/def2-TZVPD) on a gas-phase ion, C3H8N3 (charge +1) in a non-equilibrium geometry.

Results
Relative energy (zero: lowest compared OMol25 entry of this formula, charge and spin) (eV): 1.472
2S+1: 3
Total charge: +1
Energy (eV): -7698.589
Orbital gap (alpha / beta) (hartree): 0.2458 / 0.2353
M (g mol⁻¹): 86.12

```
14
C3H8N3 (wB97M-V/def2-TZVPD)
C -0.29 1.60 0.46
C 0.81 1.23 -0.52
C -1.26 -0.54 0.42
N -1.13 0.72 0.78
N -0.98 -1.53 1.26
N 0.59 -0.18 -0.86
H -0.35 2.67 0.66
H 0.62 1.74 -1.46
H 1.74 1.27 -0.04
H -2.07 -0.95 -0.30
H -1.30 -2.44 0.99
H -0.43 -1.35 2.06
H 0.69 -0.62 -1.81
H 1.19 -0.74 -0.26
```

No. 6
ORCA calculation (wB97M-V/def2-TZVPD) on a molecular structure, C2H2O2 in a non-equilibrium geometry.

Results
Relative energy (zero: lowest compared OMol25 entry of this formula, charge and spin) (eV): 0.352
Energy (eV): -6199.702
Orbital gap (hartree): 0.5185
M (g mol⁻¹): 58.04

```
6
C2H2O2 (wB97M-V/def2-TZVPD)
C -0.86 -1.19 0.46
C -1.74 1.87 -0.65
O -1.25 -1.62 -0.50
O -0.73 1.66 -0.12
H 2.60 -0.13 0.38
H 1.97 -0.59 0.42
```

No. 7
ORCA calculation (wB97M-V/def2-TZVPD) on a molecular structure, C10H7EuN2O5 in a non-equilibrium geometry.

Results
Relative energy (zero: lowest compared OMol25 entry of this formula, charge and spin) (eV): 2.218
2S+1: 8
Total charge: +1
Energy (eV): -43018.449
Orbital gap (alpha / beta) (hartree): 0.1858 / 0.1851
M (g mol⁻¹): 387.14

```
25
C10H7EuN2O5 (wB97M-V/def2-TZVPD)
O -0.39 6.24 -1.06
C -0.72 5.31 -1.62
Eu 0.35 0.75 0.15
C 0.40 -2.16 0.12
O 0.13 -3.25 -0.26
C -0.32 -1.44 -1.53
O -0.27 -1.46 -2.70
C 2.57 -1.21 -0.78
O 3.40 -1.84 -1.24
C -2.36 -0.45 -0.14
O -3.38 -0.88 -0.50
H 0.35 3.10 -0.78
N -1.31 -1.93 2.64
C -0.60 -0.95 3.27
C -0.67 -0.81 4.67
C 0.08 0.16 5.33
C 0.91 0.97 4.53
C 0.91 0.79 3.14
N 0.14 -0.12 2.48
H -0.94 -2.30 1.76
H -1.75 -2.63 3.23
H -1.33 -1.50 5.21
H 0.03 0.29 6.41
H 1.55 1.73 4.97
H 1.57 1.41 2.51
```

No. 8
ORCA calculation (wB97M-V/def2-TZVPD) on a molecular structure, C4H7O3Yb in a non-equilibrium geometry.

Results
Relative energy (zero: lowest compared OMol25 entry of this formula, charge and spin) (eV): 0.000
2S+1: 2
Total charge: +2
Energy (eV): -41912.847
Orbital gap (alpha / beta) (hartree): 0.1556 / 0.1594
M (g mol⁻¹): 276.14

```
15
C4H7O3Yb (wB97M-V/def2-TZVPD)
H -0.87 -2.09 0.68
Yb 2.51 0.50 4.57
O 0.61 0.15 3.21
C 0.17 -0.18 2.11
O -1.09 -0.46 2.00
C -1.55 -1.31 1.02
H -0.66 -0.45 -1.42
H -2.63 -1.34 0.96
O 1.15 -0.93 -2.25
C 0.31 -0.10 -1.97
C 0.32 1.31 -2.44
H 0.77 -0.11 1.13
H 0.08 1.38 -3.51
H -0.41 1.88 -1.85
H 1.31 1.74 -2.24
```